1.
Entry from the Open Molecules 2025 dataset: a structure of composition C38H30CoF9NO7P3S (the ωB97M-V functional and the def2-TZVPD basis).

Its spin multiplicity is 5. Its HOMO-LUMO gap (alpha / beta) is 8.5 / 7.0 eV.

Each line ends with the Löwdin charge.
CARTESIAN COORDINATES (ANGSTROEM)
H  4.398  -2.332  -5.521  0.1133
H  -2.616  -5.961  -0.301  0.1133
F  -5.968  1.856  0.485  0.1406
C  -2.013  -2.152  0.171  0.0312
C  1.529  5.157  -0.127  0.0082
H  -4.074  -0.138  2.859  0.0963
C  3.038  -3.832  -4.811  -0.0599
H  1.598  -5.135  -3.908  0.0952
H  -3.422  0.027  1.236  0.0546
H  -4.747  -3.691  2.967  0.0744
C  -3.139  2.513  0.465  -0.0092
C  1.442  -3.117  -3.164  -0.2458
C  2.001  0.108  4.020  -0.1225
H  4.412  -2.011  2.404  0.0903
C  -3.235  1.048  -1.446  0.0042
C  -4.187  -2.767  3.107  -0.0473
P  0.669  1.143  -0.244  1.1281
O  4.192  -0.054  0.022  -0.2662
O  4.948  -2.548  -0.015  -0.2414
C  -1.873  0.793  -1.306  -0.0923
C  -2.440  -4.903  -0.161  -0.0641
C  -3.433  -0.616  2.117  -0.0425
F  2.102  -1.482  5.766  0.1429
H  -5.203  -1.314  0.132  0.0835
C  0.592  -0.266  2.123  -0.0722
C  1.464  3.114  -2.005  -0.0669
C  2.595  1.181  3.374  0.0064
Co  1.611  -0.859  -1.483  0.7390
C  -5.335  2.186  -0.656  -0.5920
F  1.942  0.597  6.326  0.1447
H  -1.242  2.716  1.408  0.1139
N  -0.142  -2.388  -1.477  0.0703
H  3.455  -0.537  -4.099  0.0941
C  -1.146  1.380  -0.281  -0.3365
C  1.146  0.840  1.483  -0.3357
C  0.356  -3.350  -2.207  -0.5263
O  3.742  -1.474  1.974  -0.0937
C  -1.194  -2.883  -0.691  -0.2554
H  -1.394  0.116  -2.005  0.0983
H  -3.639  3.180  1.156  0.1332
F  0.909  7.477  -2.244  0.1470
C  1.741  4.412  -2.405  0.0131
H  -4.019  -4.662  1.229  0.1110
H  -0.148  -0.881  1.623  0.0894
H  -3.798  0.577  -2.238  0.1267
P  3.913  -1.600  0.391  0.2438
C  1.006  -0.626  3.394  0.0040
C  3.557  -2.547  -4.875  -0.0440
C  -3.974  -2.008  1.791  -0.5441
C  2.461  -0.241  5.411  -0.5884
H  3.465  -4.618  -5.418  0.1088
C  1.780  5.428  -1.463  -0.1084
O  4.552  2.143  -1.033  -0.1087
O  2.465  -1.821  -0.134  -0.3463
H  -3.234  -3.017  3.578  0.0939
H  5.463  2.399  -1.195  0.0799
S  -0.335  -4.907  -2.008  1.1685
H  1.473  2.316  -2.733  0.1012
C  -5.322  -1.856  1.072  -0.0305
C  -3.025  -2.781  0.875  -0.1525
C  -3.860  1.902  -0.558  -0.1267
F  2.854  6.897  -2.970  0.1441
H  1.559  5.953  0.605  0.1260
C  1.979  -1.845  -3.254  -0.0706
H  -6.026  -1.301  1.696  0.0905
H  1.028  3.670  1.313  0.1008
H  -4.755  -2.145  3.800  0.0861
C  -1.794  2.247  0.604  -0.0541
C  1.239  3.862  0.269  -0.0767
F  2.615  7.576  -0.934  0.1419
F  3.796  -0.161  5.528  0.1438
H  2.687  2.343  1.589  0.1055
C  1.985  -4.123  -3.957  -0.0423
C  2.046  6.846  -1.903  -0.5913
H  1.943  4.625  -3.445  0.1279
F  -5.924  1.505  -1.646  0.1441
H  -2.420  -0.654  2.524  0.0845
C  3.029  -1.527  -4.086  -0.0641
O  2.943  0.535  -2.035  -0.4090
H  -1.874  -1.088  0.261  0.0713
H  3.404  1.720  3.847  0.1319
P  4.364  0.608  -1.458  0.2308
C  2.173  1.543  2.106  -0.0680
O  5.491  0.093  -2.240  -0.2513
C  1.212  2.829  -0.666  -0.3249
C  -3.222  -4.164  0.696  -0.0226
H  0.575  -1.490  3.880  0.1266
F  -5.574  3.489  -0.867  0.1514
C  -1.427  -4.245  -0.854  -0.4612
H  -5.763  -2.829  0.848  0.0851

Atoms 1-6, force components in eV/Å:
H 0.004 -0.006 -0.022
H 0.017 -0.017 0.001
F -0.027 -0.028 0.085
C 0.008 0.028 0.085
C 0.010 0.005 0.028
H -0.022 0.019 -0.015


2.
Entry from the Open Molecules 2025 dataset: a structure of composition C38H30FeN6O3S2 in a non-equilibrium geometry (the ωB97M-V functional and the def2-TZVPD basis).

Its spin multiplicity is 2. Its HOMO-LUMO gap (alpha / beta) is 5.1 / 5.5 eV. Its total charge is +1.

Each line ends with the Löwdin charge.
CARTESIAN COORDINATES (ANGSTROEM)
H  -0.029  1.476  -6.315  0.1209
N  -0.768  0.857  -3.106  0.1394
C  4.776  2.812  0.416  0.0018
H  1.559  2.464  -4.770  0.0915
C  2.840  3.143  1.798  -0.1298
H  2.250  -4.617  2.972  0.1065
C  -1.652  3.093  0.288  0.0238
H  -2.343  2.338  0.660  0.0721
C  4.230  3.342  1.523  -0.0025
O  -2.527  -5.865  -0.932  -0.2709
H  -2.286  -0.236  4.904  0.1194
H  4.817  3.914  2.229  0.1266
C  -2.647  0.379  -4.507  0.0045
H  0.564  3.505  4.290  0.1275
H  2.036  0.864  -4.221  0.0850
O  0.145  2.377  -1.162  -0.0447
C  0.094  -0.212  2.498  -0.3032
C  0.989  3.292  3.320  -0.0047
C  -0.071  1.215  -4.189  -0.2736
C  -0.779  -5.816  2.023  -0.0227
C  4.014  1.940  -0.423  -0.1213
C  -0.624  1.167  -5.467  -0.0092
C  1.343  1.687  -4.037  -0.0154
C  -2.776  0.118  -2.019  -0.1550
C  -2.000  -0.033  1.550  -0.2093
H  0.181  -0.460  4.626  0.1252
H  -2.040  3.468  -0.657  0.1080
H  -1.620  3.910  1.010  0.0942
H  -4.613  -0.389  -3.013  0.1091
C  4.664  1.233  -1.448  0.0173
C  2.029  2.456  0.875  -0.0358
C  -0.465  -0.297  3.772  -0.0121
N  -2.118  0.232  -0.854  0.0976
H  5.704  1.443  -1.659  0.1293
C  -0.107  -3.922  0.672  -0.2250
C  3.979  0.262  -2.117  -0.0128
H  1.784  -3.022  1.106  0.0887
H  -4.559  -0.815  1.212  0.1174
C  2.657  0.005  -1.747  -0.1614
C  -0.625  -3.113  -0.475  -0.7208
C  -1.832  -0.187  3.924  -0.0299
C  1.078  -3.796  1.374  -0.0396
Fe  -0.090  0.435  -0.836  0.3317
H  -3.695  -0.011  2.880  0.1145
C  -4.083  -0.520  0.290  0.0178
H  1.825  -0.458  1.270  0.0539
H  1.887  -1.306  2.819  0.0878
H  2.126  0.433  2.791  0.0863
C  0.185  2.762  2.332  -0.0401
S  0.330  -1.859  -1.175  0.7647
C  -4.762  -0.627  -0.907  -0.0044
N  0.656  2.503  1.093  0.0897
H  1.515  2.086  -3.042  0.0577
H  -0.865  2.572  2.488  0.1298
S  -2.410  -4.736  -0.065  0.6380
H  2.127  -0.817  -2.207  0.0314
H  -3.664  0.042  -4.618  0.1051
H  5.821  2.965  0.180  0.1275
C  0.415  -5.692  2.725  -0.0588
H  -1.495  -6.591  2.261  0.1262
C  2.642  1.703  -0.192  -0.1067
C  2.295  3.586  3.013  0.0227
H  2.932  4.102  3.719  0.1310
C  -1.919  0.729  -5.630  -0.0294
N  -1.791  -3.442  -0.914  -0.0595
O  -3.551  -4.293  0.686  -0.2983
C  -4.101  -0.301  -2.070  0.0228
C  1.573  -0.386  2.324  -0.0088
C  1.329  -4.691  2.408  -0.0618
H  0.637  -6.384  3.527  0.1098
C  -1.010  -4.913  1.008  -0.2196
H  -2.364  0.662  -6.613  0.1192
N  -0.668  -0.026  1.413  0.1241
C  -0.284  2.547  -0.007  -0.4278
H  -5.784  -0.978  -0.933  0.1263
N  1.981  0.702  -0.849  0.0395
C  -2.039  0.464  -3.263  -0.1808
C  -2.769  -0.084  0.281  -0.1964
H  4.432  -0.323  -2.905  0.1247
C  -2.620  -0.065  2.792  0.0039

Atoms 1-6, force components in eV/Å:
H 0.008 -0.023 -0.002
N 0.238 -0.482 -0.196
C -0.004 0.012 0.041
H 0.005 -0.014 -0.011
C -0.009 -0.055 0.061
H 0.007 -0.010 -0.011